# C10H19O12

A 4-piece molecular cluster, C10H19O12 overall in a non-equilibrium geometry (wB97M-V/def2-TZVPD, the OMol25 dataset).

## Properties
* strongest force on any atom: 0.084 hartree/bohr
* gap between HOMO and LUMO (alpha / beta): 11.28 / 7.15 eV
* molecular weight: 331.2 g mol⁻¹
* <S²>: 0.7593

```
! RIJCOSX wB97M-V def2-TZVPD def2/J DEFGRID3
* xyz 0 2
O -0.8573 -1.6620 0.4369
C -0.2677 -2.7335 -0.0003
O 0.9891 -2.7541 -0.0564
O -0.9674 -3.6537 -0.4038
H -0.0545 -1.2005 0.6900
C -2.6628 1.0527 -0.1400
O -3.8815 1.1079 -0.7372
C -5.0484 0.9605 -0.1542
O -5.2165 0.6667 1.0132
O -6.0366 1.2885 -1.0619
C -7.3419 1.4515 -0.5560
H -1.8880 1.3410 -0.8504
H -2.4953 0.0215 0.1707
H -2.6484 1.7399 0.7060
H -7.6625 2.4621 -0.8089
H -7.3734 1.4121 0.5329
H -7.9755 0.7343 -1.0779
C 3.4232 2.8646 -2.6933
O 2.1872 2.4529 -2.3219
C 1.7078 1.3400 -2.9336
O 2.2962 0.6763 -3.7771
O 0.5368 0.9916 -2.3610
C -0.0166 -0.3111 -2.6356
H 3.5594 3.6398 -1.9393
H 3.4481 3.1927 -3.7325
H 4.2100 2.1255 -2.5426
H -0.0779 -0.5200 -3.7036
H -1.0051 -0.3350 -2.1769
H 0.6104 -1.0259 -2.1027
C 2.6735 0.0082 1.1217
O 3.4568 -0.4972 2.2049
C 3.2751 -1.6724 2.7801
O 2.5912 -2.6042 2.3801
O 4.1106 -1.6261 3.8053
C 4.1546 -2.6434 4.8146
H 3.2402 -0.1695 0.2077
H 2.5690 1.0742 1.3239
H 1.6921 -0.4636 1.1693
H 4.0535 -3.6988 4.5615
H 3.5131 -2.4021 5.6622
H 5.1793 -2.6313 5.1859
*
```

# C51H55Ge2N7O5STi

C51H55Ge2N7O5STi as an isolated structure in a non-equilibrium geometry (wB97M-V/def2-TZVPD, the OMol25 dataset).

## Properties
* strongest force on any atom: 0.046 hartree/bohr
* energy relative to the best compared isomer or geometry (same formula, charge and spin): 0.0 kcal per mole
* gap between HOMO and LUMO: 6.03 eV
* molecular weight: 1071.2 g mol⁻¹

```
! RIJCOSX wB97M-V def2-TZVPD def2/J DEFGRID3
* xyz 0 1
Ti 0.2569 -0.2759 -0.3532
C 2.4072 2.1751 -1.6953
O 1.1060 1.8615 -1.2162
C 0.1920 2.8648 -1.1267
C 0.4994 4.1945 -1.3686
C -0.4845 5.1626 -1.2431
C -1.7735 4.7971 -0.8847
C -2.0705 3.4645 -0.6564
C -1.0930 2.4877 -0.7677
N -1.3338 1.0796 -0.5572
N -2.5613 0.8257 -0.4108
C -3.0986 -0.4048 -0.4594
C -2.3473 -1.5667 -0.7272
O -1.0719 -1.5382 -0.5740
C -3.0010 -2.7555 -1.1507
C -4.3511 -2.8123 -1.1287
C -5.1647 -1.7008 -0.7142
C -6.5649 -1.8117 -0.6379
C -7.3331 -0.7371 -0.2651
C -6.7129 0.4882 0.0266
C -5.3471 0.6156 -0.0443
C -4.5475 -0.4806 -0.4028
H 2.3426 2.5996 -2.6962
H 2.9530 1.2393 -1.7100
H 2.9110 2.8631 -1.0192
H 1.4998 4.4878 -1.6526
H -0.2357 6.1996 -1.4301
H -2.5492 5.5463 -0.7873
H -3.0711 3.1605 -0.3871
H -2.3848 -3.5843 -1.4741
H -4.8552 -3.7253 -1.4326
H -7.0288 -2.7635 -0.8769
H -8.4093 -0.8317 -0.1977
H -7.3162 1.3404 0.3174
H -4.8698 1.5588 0.1901
N 4.2372 -1.3524 -7.5800
C 3.3404 -1.3075 -6.5255
C 3.3425 -0.2238 -5.6399
C 2.4123 -0.1554 -4.6235
C 1.4708 -1.1660 -4.4765
C 1.4552 -2.2506 -5.3471
C 2.3825 -2.3174 -6.3659
S 0.3493 -1.0873 -3.1461
O -0.7559 -1.9597 -3.4331
O 0.0272 0.3047 -2.8756
N 1.1753 -1.5050 -1.7665
C 1.1816 -2.9065 -1.5266
N 1.3339 -3.7518 -2.5437
C 1.3381 -5.0478 -2.2464
C 1.2142 -5.5199 -0.9514
C 1.0923 -4.5564 0.0306
N 1.0651 -3.2582 -0.2514
H 5.0658 -0.7894 -7.5005
H 4.3871 -2.2473 -8.0122
H 4.0775 0.5657 -5.7613
H 2.4021 0.6910 -3.9471
H 0.7126 -3.0265 -5.2114
H 2.3742 -3.1579 -7.0538
H 1.4600 -5.7286 -3.0845
H 1.2266 -6.5770 -0.7183
H 0.9977 -4.8209 1.0796
O -0.8701 2.4336 2.0907
H -1.7687 2.7693 2.1501
H -0.5031 2.5219 2.9754
C -4.0523 -1.0125 3.1113
Ge -2.3944 -0.1158 3.6740
C -3.0207 1.7384 3.9727
C -2.1473 -0.7133 5.5374
Ge -0.5271 -0.8477 2.1512
C 0.9359 -0.7315 3.5237
C 1.9251 -1.7257 3.5313
C 2.9353 -1.7406 4.4840
C 2.9945 -0.7430 5.4525
C 2.0380 0.2615 5.4556
C 1.0256 0.2602 4.4981
C -0.9806 -2.7780 2.5924
C -0.9022 -3.1878 3.9308
C -1.3045 -4.4528 4.3388
C -1.7888 -5.3703 3.4127
C -1.8444 -5.0062 2.0756
C -1.4457 -3.7295 1.6820
H -4.7204 -1.1112 3.9728
H -3.8391 -2.0124 2.7170
H -4.5650 -0.4373 2.3374
H -3.8120 1.6595 4.7249
H -3.4650 2.1876 3.0764
H -2.2508 2.4056 4.3711
H -2.8269 -0.1244 6.1631
H -1.1244 -0.5742 5.8966
H -2.4111 -1.7693 5.6285
H 1.8890 -2.5141 2.7821
H 3.6780 -2.5316 4.4745
H 3.7844 -0.7465 6.1944
H 2.0721 1.0407 6.2090
H 0.2728 1.0471 4.5384
H -0.4951 -2.5128 4.6720
H -1.2388 -4.7236 5.3872
H -2.1104 -6.3553 3.7301
H -2.1938 -5.7147 1.3296
H -1.4754 -3.4930 0.6331
C 6.1377 -1.7156 -0.0985
N 4.7627 -1.8657 -0.5414
C 4.4933 -0.9904 -1.6663
C 3.7378 -1.8199 0.5196
C 3.3133 -0.4560 1.0331
C 4.2451 0.1849 1.8626
C 4.0315 1.4431 2.3913
C 2.8410 2.0879 2.0863
C 1.9071 1.4407 1.3024
C 2.0785 0.1606 0.7457
H 6.8074 -2.0115 -0.9110
H 6.3316 -2.3718 0.7534
H 6.4035 -0.6844 0.1843
H 5.1167 -1.2849 -2.5145
H 4.7089 0.0677 -1.4396
H 3.4486 -1.0794 -1.9637
H 4.1311 -2.4019 1.3585
H 2.8697 -2.3421 0.1564
H 5.1510 -0.3478 2.1279
H 4.7664 1.9009 3.0430
H 2.6252 3.0765 2.4787
H 0.9874 1.9837 1.1319
*
```

# C2H3N3

A 2-piece molecular cluster, C2H3N3 overall in a non-equilibrium geometry (wB97M-V/def2-TZVPD, the OMol25 dataset).

## Properties
* strongest force on any atom: 0.068 hartree/bohr
* energy relative to the best compared isomer or geometry (same formula, charge and spin): 28.1 kcal per mole
* gap between HOMO and LUMO (alpha / beta): 8.00 / 8.62 eV
* molecular weight: 69.1 g mol⁻¹
* <S²>: 2.0160

```
! RIJCOSX wB97M-V def2-TZVPD def2/J DEFGRID3
* xyz 0 3
C 4.0462 0.1362 0.1013
C 0.0878 0.0333 0.0295
N 4.9489 -0.5941 -0.0490
N 2.2461 1.0313 -0.0716
N 1.5138 0.1241 0.0393
H -0.1940 -0.9375 0.6807
H -0.2815 0.1608 -1.0756
H -0.3288 0.9649 0.4408
*
```

# C37H84O13

A 6-piece molecular cluster, C37H84O13 overall in a non-equilibrium geometry (wB97M-V/def2-TZVPD, the OMol25 dataset).

## Properties
* strongest force on any atom: 0.096 hartree/bohr
* gap between HOMO and LUMO: 9.47 eV
* SMILES string: CCCCCCCCCCCCCCCCOC(=O)O.COCCOC.COCCOC.COCCOC.COCCOC.COCCOC
* molecular weight: 737.1 g mol⁻¹

```
! RIJCOSX wB97M-V def2-TZVPD def2/J DEFGRID3
* xyz 0 1
C 5.3377 -0.2542 0.9815
C 6.7625 -0.4253 1.5670
C 7.4586 0.9042 1.9195
C 8.2716 1.5384 0.7683
C 7.6123 1.4957 -0.6233
C 6.7129 2.7158 -0.9770
C 6.0350 3.4222 0.2135
C 4.7574 4.1492 -0.2736
C 4.0314 4.9205 0.8512
C 2.7134 4.2561 1.3008
C 2.9724 2.8429 1.8860
C 1.8991 2.4794 2.9543
C 1.1499 1.1594 2.5835
C -0.1980 1.4088 1.8670
C -0.0733 1.3648 0.3309
C 0.4022 0.0295 -0.2288
O -0.0837 -1.1073 0.5452
C -0.2827 -2.1389 -0.3118
O 0.5639 -2.6748 -0.8681
O -1.5596 -2.4940 -0.4822
H 5.0203 0.7875 0.8935
H 5.3266 -0.6600 -0.0385
H 4.5700 -0.8100 1.5269
H 7.3853 -1.0543 0.9233
H 6.6668 -0.9956 2.4982
H 6.7584 1.5940 2.3995
H 8.1850 0.6643 2.7099
H 8.5615 2.5699 0.9990
H 9.2058 0.9676 0.7023
H 8.4314 1.5085 -1.3540
H 7.0578 0.5757 -0.8246
H 5.9757 2.4806 -1.7516
H 7.3706 3.4657 -1.4389
H 5.7038 2.7472 1.0023
H 6.6853 4.2008 0.6226
H 4.0808 3.4650 -0.7983
H 5.0803 4.8974 -1.0106
H 4.6492 5.0554 1.7468
H 3.7645 5.9214 0.4888
H 1.9847 4.1928 0.4801
H 2.2457 4.9102 2.0454
H 3.0197 2.0788 1.1070
H 3.9493 2.8989 2.3812
H 2.3269 2.3972 3.9564
H 1.1321 3.2592 3.0090
H 0.9499 0.6174 3.5145
H 1.7992 0.5395 1.9583
H -0.9701 0.7151 2.2116
H -0.5410 2.4166 2.1306
H 0.6864 2.1076 0.0523
H -1.0225 1.6987 -0.0985
H 1.4882 -0.0052 -0.3447
H -0.0139 -0.0636 -1.2404
H -2.0938 -1.8014 -0.0555
C -2.3458 1.7675 -5.8945
O -3.5493 1.6043 -5.1624
C -3.4647 0.5826 -4.1778
C -3.2773 1.1643 -2.7929
O -2.0085 1.7947 -2.6582
C -2.0874 3.2084 -2.7471
H -2.4202 2.6967 -6.4588
H -1.4755 1.8252 -5.2365
H -2.2182 0.9391 -6.5991
H -2.6644 -0.1248 -4.4164
H -4.4123 0.0380 -4.2016
H -3.3077 0.3478 -2.0639
H -4.0861 1.8606 -2.5521
H -2.5225 3.6186 -1.8292
H -2.6814 3.5260 -3.6069
H -1.0747 3.5944 -2.8591
C 5.7974 -4.9396 6.6385
O 5.8044 -5.8519 5.5548
C 5.0004 -5.4176 4.4631
C 5.8428 -4.8384 3.3471
O 6.4655 -3.6219 3.7407
C 7.8353 -3.7932 4.0687
H 6.5929 -5.2283 7.3250
H 5.9756 -3.9138 6.3066
H 4.8403 -4.9918 7.1695
H 4.2486 -4.6965 4.7942
H 4.4740 -6.2990 4.0840
H 5.1870 -4.6021 2.5032
H 6.5868 -5.5635 3.0034
H 8.4187 -3.9420 3.1537
H 7.9867 -4.6398 4.7421
H 8.1817 -2.8862 4.5635
C -8.5999 -2.6199 -1.0101
O -9.2263 -1.6221 -1.7992
C -8.7267 -0.3177 -1.5404
C -7.7582 0.1300 -2.6157
O -6.5638 -0.6427 -2.5977
C -6.5415 -1.6289 -3.6195
H -8.8743 -3.5914 -1.4192
H -7.5114 -2.5267 -1.0275
H -8.9563 -2.5616 0.0238
H -8.2577 -0.2684 -0.5530
H -9.5863 0.3602 -1.5386
H -7.4708 1.1680 -2.4184
H -8.2306 0.0934 -3.6020
H -6.3669 -1.1518 -4.5899
H -7.4731 -2.1974 -3.6529
H -5.7212 -2.3154 -3.4116
C -9.5823 2.3394 -6.2277
O -8.8641 3.0424 -7.2266
C -8.8879 4.4509 -7.0371
C -7.5906 4.9533 -6.4371
O -7.4190 4.4873 -5.1067
C -6.5135 3.3974 -5.0176
H -9.3329 1.2823 -6.3175
H -9.3171 2.6787 -5.2231
H -10.6599 2.4594 -6.3825
H -9.7398 4.7466 -6.4174
H -9.0172 4.9046 -8.0252
H -7.6247 6.0467 -6.3918
H -6.7395 4.6684 -7.0630
H -5.4863 3.7496 -5.1504
H -6.7341 2.6268 -5.7596
H -6.6092 2.9616 -4.0230
C -1.2134 -3.4246 4.9613
O -1.4405 -4.8189 4.8400
C -0.7936 -5.3860 3.7086
C 0.4732 -6.1189 4.1001
O 1.4661 -5.2215 4.5789
C 1.5636 -5.2266 5.9951
H -1.5483 -3.1157 5.9511
H -0.1550 -3.1750 4.8550
H -1.7951 -2.8810 4.2089
H -0.5793 -4.6194 2.9577
H -1.4920 -6.1040 3.2665
H 0.8843 -6.6069 3.2105
H 0.2596 -6.8949 4.8412
H 2.0567 -6.1461 6.3290
H 0.5823 -5.1441 6.4675
H 2.1696 -4.3725 6.2972
*
```

> Among the records above, which one has the highest molecular weight?

C51H55Ge2N7O5STi

> molecular weight of number 1 (C10H19O12)?

331.2 g mol⁻¹

> The highest strongest force on any atom belongs to which entry?

C37H84O13